(1)
Here is a cluster of 2 separate species, C4H11NS in total from the OMol25 dataset. Energies are from ωB97M-V/def2-TZVPD.

XYZ file:
```
17
Properties=species:S:1:pos:R:3:forces:R:3
C -0.058046 -2.836387 -0.098871 -0.5 -1.1 -0.3
C -0.140407 -1.404266 0.330902 1.5 0.6 0.9
C 0.972010 -0.685283 0.671218 -1.5 -1.9 -0.5
N 1.006639 0.605508 1.178807 -0.6 0.8 1.1
H 0.989992 -3.184501 -0.333868 -1.2 0.4 0.3
H -0.523224 -3.491900 0.682125 0.7 0.4 -0.2
H -0.740130 -3.079838 -0.950216 0.8 0.4 0.2
H -1.137219 -1.041498 0.606163 0.4 0.2 -0.4
H 1.951413 -1.182859 0.629870 -0.3 0.3 -0.3
H 1.512365 0.582949 2.079372 -0.4 0.5 -0.7
H 0.050318 1.021026 1.279659 1.2 -0.6 0.0
C -0.313933 2.368861 -1.402371 -0.3 0.5 0.1
S -1.757264 1.928948 -0.327958 0.3 0.2 -0.4
H 0.144678 3.313752 -1.073060 -0.2 -0.5 0.0
H 0.414587 1.568372 -1.307815 0.0 0.0 -0.2
H -0.650758 2.520905 -2.437504 0.1 -0.3 0.4
H -1.721029 2.996205 0.473541 0.0 0.1 0.0
```
Positions in Å, forces in eV/Å.

Computed properties:
SMILES string   C/C=C/N.CS
E_LUMO   0.0316 hartree
M   105.21 g/mol
2S+1   1
Net charge   0
Orbital gap   0.3217 hartree
Energy above the lowest of the compared OMol25 structures with the same formula, charge and spin   24.2 kcal/mol


(2)
Here is a cluster of 2 separate species, C5H12N2O5P2 in total from the OMol25 dataset. Energies are from ωB97M-V/def2-TZVPD.

XYZ file:
```
26
Properties=species:S:1:pos:R:3:forces:R:3
O 1.970805 -3.316814 -0.156324 -0.2 -0.4 0.3
P 1.768971 -2.479140 -1.346667 0.6 -0.2 0.7
C 0.917613 -0.929898 -0.959318 -0.6 0.6 -1.0
C 1.120197 0.284926 -1.931718 1.0 -1.3 0.3
O -0.101968 0.975738 -1.969786 -0.4 0.9 0.6
C -0.826243 0.557253 -0.873397 -0.7 0.4 0.3
O -1.444963 1.281202 -0.137152 0.6 -0.8 -1.1
C -0.608679 -0.938771 -0.834751 0.1 0.2 0.2
P -1.558030 -1.779222 -2.146613 -0.7 -0.5 0.1
O -1.936848 -3.147790 -1.767168 0.2 -0.5 0.1
H 1.085390 -3.098585 -2.410057 0.0 0.3 -0.2
H 3.005466 -2.047319 -1.871156 -0.2 0.2 -0.4
H 1.268767 -0.601894 0.008158 0.5 -0.3 0.4
H 1.454214 -0.007317 -2.913438 -0.3 -0.1 -0.6
H 1.919140 0.879830 -1.514751 0.1 0.6 0.1
H -0.952105 -1.406140 0.076391 -0.2 0.0 0.3
H -2.683242 -0.955885 -2.344666 0.3 0.3 -0.2
H -0.810675 -1.716119 -3.339562 0.1 0.4 0.0
N 0.699720 2.559150 3.355972 -0.1 0.0 0.0
C -0.607595 2.477985 3.771425 0.0 0.0 -0.1
N -1.467813 1.909575 2.872949 0.2 0.0 0.1
O -0.965402 2.887535 4.859949 0.0 0.0 0.0
H 1.018519 2.236402 2.464575 0.0 0.0 -0.1
H 1.356001 2.970545 3.990174 0.0 0.0 0.1
H -2.428639 1.840802 3.145861 -0.1 0.0 0.0
H -1.192601 1.563950 1.971070 -0.1 0.1 0.0
```
Positions in Å, forces in eV/Å.

Computed properties:
SMILES string   O=[PH2][C@H]1COC(=O)[C@H]1[PH2]=O.NC(N)=O
E_LUMO   -0.0004 hartree
M   242.11 g/mol
2S+1   1
Net charge   0
Orbital gap   0.3619 hartree


(3)
Here is a cluster of 2 separate species, C3H13N5 in total from the OMol25 dataset. Energies are from ωB97M-V/def2-TZVPD.

XYZ file:
```
21
Properties=species:S:1:pos:R:3:forces:R:3
H -0.688805 -0.950389 -1.920309 0.0 0.0 0.2
N 0.246386 -0.563458 -1.816052 0.1 -0.3 -0.4
C 0.750271 -0.688393 -0.658990 -0.5 0.2 0.9
N 0.157498 -1.078957 0.542334 0.2 -0.3 -1.1
C 0.982166 -1.366582 1.697185 -0.1 0.1 0.1
C -1.140407 -1.724334 0.547408 -0.3 0.1 0.2
H 1.746791 -0.282773 -0.505391 0.2 -0.2 0.1
H 1.099613 -2.442981 1.843266 0.1 -0.1 0.0
H 0.506013 -0.953488 2.592136 0.1 0.0 0.0
H 1.965922 -0.917679 1.577669 0.0 0.1 0.0
H -1.836300 -1.166371 1.182039 0.1 -0.1 0.0
H -1.056963 -2.745587 0.919968 0.0 -0.1 0.1
H -1.597088 -1.791886 -0.438362 0.2 0.2 0.0
N -1.310043 1.884183 -0.576658 0.1 -0.6 0.0
N -0.055016 2.026876 0.075081 -0.3 -1.0 1.5
N 1.021075 2.437500 -0.752055 0.2 -0.9 -0.1
H -1.225209 1.238144 -1.369897 0.0 0.4 0.0
H -1.626255 2.792225 -0.908881 0.2 -0.2 0.1
H 0.118002 1.094969 0.641841 -0.1 2.8 -2.0
H 0.847024 3.376811 -1.102548 -0.1 -0.2 0.4
H 1.095324 1.822170 -1.569784 -0.1 0.1 0.1
```
Positions in Å, forces in eV/Å.

Computed properties:
SMILES string   [H]/N=C\N(C)C.NNN
E_LUMO   0.0299 hartree
M   119.17 g/mol
2S+1   1
Net charge   0
Orbital gap   0.3460 hartree
Energy above the lowest of the compared OMol25 structures with the same formula, charge and spin   66.1 kcal/mol


What is the orbital gap in the first record? 0.3217 hartree


net charge of number 1 (C4H11NS)? 0